This record from the Open Molecules 2025 dataset describes a molecular structure, C8H10AsBF6MgN2O16. The level of theory is ωB97M-V with the def2-TZVPD basis set.

Computed properties:
E_HOMO (alpha / beta) (eV): -7.054 / -7.035
HOMO-LUMO gap (alpha / beta) (eV): 8.0 / 3.7
Charge: -1
E (Ha): -4684.3205
2S+1: 2
LUMO level (alpha / beta) (eV): 0.96 / -3.32

The geometry in XYZ format:
```
45
Properties=species:S:1:pos:R:3:forces:R:3:lowdin_charge:R:1
As -2.42980 -1.81874 -1.72316 -2.5 -0.3 -1.4 0.93
Mg 0.87949 -0.37651 -0.71717 -0.4 0.3 1.6 0.59
F -2.97708 -0.45746 -0.72146 0.9 -1.0 -0.7 -0.25
F -0.71162 -1.43553 -1.28063 -1.0 -0.3 -0.4 -0.27
F -2.50807 -2.92549 -0.36071 0.1 0.9 -0.8 -0.24
F -4.16214 -2.07763 -2.19538 2.2 0.0 0.6 -0.29
F -2.23028 -0.76828 -3.15185 0.1 -0.7 1.3 -0.27
F -1.88340 -3.20503 -2.73449 -0.2 1.4 1.0 -0.28
O -0.03823 1.01704 -1.80585 -0.6 -0.2 -0.6 0.09
O 1.88450 -1.35057 -2.05150 2.5 -2.0 0.4 -0.24
O -1.13820 2.56726 1.41455 0.9 -3.2 0.3 0.23
O -3.66667 6.00391 3.00953 1.7 -3.1 -0.8 0.09
O -1.53236 2.39192 -2.38000 -0.6 0.4 0.1 0.29
O 4.33990 0.36470 0.86788 -1.6 -2.0 0.3 0.01
O -0.81042 6.10979 3.91094 -1.2 -1.2 -0.4 0.12
O 0.37120 3.05007 -1.81163 0.8 2.2 0.4 0.31
O -0.87976 3.99262 3.33268 1.6 -3.8 -0.1 0.26
O -2.98538 3.87683 2.45871 -1.2 -2.6 -1.6 0.25
O -2.14883 1.84858 3.46629 0.4 -0.2 -0.8 0.25
O 2.39909 0.65672 -0.17316 -0.7 -1.1 0.3 -0.08
O -1.57681 -0.36546 3.35193 -0.6 2.8 -1.4 0.12
O 1.09177 -2.08925 0.33985 0.6 -0.7 -0.1 -0.28
O 4.17853 1.70797 -0.71042 -0.9 -0.3 -1.2 0.00
O -0.08365 0.51469 0.87481 -3.2 2.9 2.7 0.04
N 3.62956 0.82426 -0.03241 3.5 3.6 0.5 -0.56
N -0.40907 2.16958 -1.96600 0.1 -1.8 -0.6 -0.53
C 1.55782 -1.70923 -3.36340 -1.6 -0.6 -0.6 -0.06
C -2.86664 5.05343 2.90623 -0.4 5.2 2.4 -0.39
C -1.40196 5.12937 3.48179 -0.2 4.6 0.5 -0.42
C -0.84103 1.24240 1.59679 0.8 -0.1 -2.1 -0.17
C 2.05530 -3.02265 -0.21077 -1.3 0.3 1.2 -0.14
C 0.20224 -2.58571 1.39779 0.9 0.0 -1.2 0.01
C -1.64330 0.78007 2.89345 1.8 -2.6 1.2 -0.33
C 2.72264 -2.39806 -1.40401 0.5 1.4 0.6 -0.09
B -1.77709 3.04649 2.67605 -0.7 1.0 0.1 -0.82
H 0.88505 -2.56508 -3.30860 -0.2 -0.2 -0.2 0.10
H -0.48472 -1.75824 1.57526 0.0 -0.4 0.2 0.07
H -0.26340 -3.47481 0.97260 -0.4 0.1 0.3 0.09
H 0.95687 -0.89090 -3.76000 0.3 0.0 -0.3 0.11
H 0.81085 -2.83924 2.26578 -0.1 0.1 0.1 0.10
H 3.07987 -3.18156 -2.07230 -0.3 0.4 -0.4 0.14
H 1.62945 -3.98564 -0.49255 -0.6 0.0 0.3 0.13
H 2.39511 -2.00956 -3.99336 0.3 0.6 0.2 0.10
H 2.78876 -3.14283 0.58653 0.3 -0.5 -0.2 0.14
H 3.59199 -1.91419 -0.95883 0.1 0.5 -0.7 0.13
```
Positions in Å, forces in eV/Å.